# 1
# CH4N3

The ion CH4N3 with charge +1 (ωB97M-V/def2-TZVPD, OMol25).

Geometry as ORCA input:
```
! RIJCOSX wB97M-V def2-TZVPD def2/J DEFGRID3
* xyz 1 1
N 0.41 -1.24 -0.38
C -0.06 -0.08 -0.05
N -0.16 1.28 -0.47
N -0.42 0.77 0.92
H 0.36 -1.69 -1.41
H 0.71 -1.82 0.35
H -0.96 1.75 -0.83
H 0.10 1.02 1.87
*
```

relative energy (zero: lowest compared OMol25 entry of this formula, charge and spin): 74.8 kcal/mol
E_HOMO: -0.577 Eh
LUMO level: -0.1788 Ha
HOMO-LUMO gap: 10.825 eV
SMILES: [NH2+]=C1NN1

=====

# 2
# CH4N3O2

A cluster of 2 separate species, CH4N3O2 in total (ωB97M-V/def2-TZVPD, OMol25).

Geometry as ORCA input:
```
! RIJCOSX wB97M-V def2-TZVPD def2/J DEFGRID3
* xyz 1 1
C 0.45 0.05 -1.32
N -0.58 0.35 1.87
N 0.52 1.21 -1.66
N 0.46 -1.18 -1.06
O 0.21 -0.52 1.57
O -0.88 1.26 1.16
H -1.08 0.22 2.89
H 0.13 2.17 -1.62
H 0.53 -1.62 -0.08
H 0.24 -1.92 -1.74
*
```

relative energy (zero: lowest compared OMol25 entry of this formula, charge and spin): 27.2 kcal/mol
E_HOMO: -0.597 Eh
LUMO level: -0.1675 Ha
HOMO-LUMO gap: 11.674 eV

=====

# 3
# CH4N3O2

The ion CH4N3O2 with charge +1 (ωB97M-V/def2-TZVPD, OMol25).

Geometry as ORCA input:
```
! RIJCOSX wB97M-V def2-TZVPD def2/J DEFGRID3
* xyz 1 1
N -0.68 1.21 -0.10
C -0.13 0.01 -0.16
N -0.69 -1.19 0.06
N 1.40 -0.04 -0.10
O 1.94 1.02 -0.04
O 1.87 -1.20 0.01
H -1.76 1.42 -0.11
H -0.23 2.11 0.04
H -1.74 -1.36 0.28
H 0.03 -1.98 0.11
*
```

relative energy (zero: lowest compared OMol25 entry of this formula, charge and spin): 11.0 kcal/mol
E_HOMO: -0.617 Eh
LUMO level: -0.2353 Ha
HOMO-LUMO gap: 10.378 eV
SMILES: NC(=[NH2+])[N+](=O)[O-]

=====

# 4
# CH4N3O2

A cluster of 2 separate species, CH4N3O2 in total (ωB97M-V/def2-TZVPD, OMol25).

Geometry as ORCA input:
```
! RIJCOSX wB97M-V def2-TZVPD def2/J DEFGRID3
* xyz 1 1
C 0.32 0.62 -0.23
N -0.30 1.36 0.48
N 1.16 0.55 -1.25
N -0.93 -0.94 -0.06
O -1.05 1.85 1.26
O -0.21 -1.79 0.62
H 1.90 1.23 -1.36
H 1.45 -0.39 -1.53
H -1.87 -0.60 0.51
H -0.49 -1.87 1.57
*
```

relative energy (zero: lowest compared OMol25 entry of this formula, charge and spin): 105.4 kcal/mol
E_HOMO (spin up / spin down): -0.538 / -0.532 Eh
LUMO level (spin up / spin down): -0.2534 / -0.2680 Ha
HOMO-LUMO gap (spin up / spin down): 7.743 / 7.176 eV

=====

# 5
# CH4N3P

The molecule CH4N3P (ωB97M-V/def2-TZVPD, OMol25).

Geometry as ORCA input:
```
! RIJCOSX wB97M-V def2-TZVPD def2/J DEFGRID3
* xyz 0 1
C 0.70 -0.90 1.05
N 0.70 0.33 0.76
N -0.20 0.77 -0.15
P -1.37 -0.07 -1.16
N -1.22 -1.51 -1.31
H 0.03 -1.60 0.62
H 1.56 -1.20 1.62
H -0.17 1.79 -0.27
H -2.05 1.10 -1.76
*
```

relative energy (zero: lowest compared OMol25 entry of this formula, charge and spin): 89.4 kcal/mol
E_HOMO: -0.344 Eh
LUMO level: -0.0032 Ha
HOMO-LUMO gap: 9.261 eV
SMILES: C=NN[PH]#N

=====

# 6
# CH4N3P

A structure of composition CH4N3P (ωB97M-V/def2-TZVPD, OMol25).

Geometry as ORCA input:
```
! RIJCOSX wB97M-V def2-TZVPD def2/J DEFGRID3
* xyz 0 3
C -0.27 1.06 0.23
N 0.92 0.62 0.90
N 1.36 -0.42 0.50
N 0.70 -1.06 -0.46
P -0.64 -0.25 -1.02
H -1.17 1.33 0.85
H -0.12 1.88 -0.36
H 0.91 -2.32 -0.53
H -1.70 -0.84 -0.12
*
```

relative energy (zero: lowest compared OMol25 entry of this formula, charge and spin): 98.4 kcal/mol
E_HOMO (spin up / spin down): -0.191 / -0.321 Eh
LUMO level (spin up / spin down): 0.0126 / -0.0945 Ha
HOMO-LUMO gap (spin up / spin down): 5.543 / 6.158 eV

=====

# 7
# CH4N4

The molecule CH4N4 (ωB97M-V/def2-TZVPD, OMol25).

Geometry as ORCA input:
```
! RIJCOSX wB97M-V def2-TZVPD def2/J DEFGRID3
* xyz 0 1
H 3.44 0.11 0.60
N 2.78 0.14 -0.20
N 1.65 0.08 0.20
N 0.49 0.28 0.02
N -0.56 -0.74 -0.44
C -1.77 -0.07 -0.14
H -1.70 0.96 -0.36
H -1.77 0.02 0.98
H -2.57 -0.77 -0.66
*
```

relative energy (zero: lowest compared OMol25 entry of this formula, charge and spin): 159.6 kcal/mol
E_HOMO (spin up / spin down): -0.297 / -0.304 Eh
LUMO level (spin up / spin down): -0.0005 / 0.0006 Ha
HOMO-LUMO gap (spin up / spin down): 8.055 / 8.295 eV
SMILES: [H]/N=N/N=N/C

=====

# 8
# CH4N4

A cluster of 2 separate species, CH4N4 in total (ωB97M-V/def2-TZVPD, OMol25).

Geometry as ORCA input:
```
! RIJCOSX wB97M-V def2-TZVPD def2/J DEFGRID3
* xyz 0 1
N -1.34 0.31 0.58
C 1.42 0.85 -0.14
N -1.42 -0.79 -0.01
N 0.94 0.04 0.68
N -0.33 -1.34 -0.32
H -2.22 0.83 0.56
H -0.41 -2.35 -0.40
H 0.94 1.19 -1.06
H 2.41 1.25 0.10
*
```

relative energy (zero: lowest compared OMol25 entry of this formula, charge and spin): 150.8 kcal/mol
E_HOMO (spin up / spin down): -0.324 / -0.329 Eh
LUMO level (spin up / spin down): 0.0023 / -0.0253 Ha
HOMO-LUMO gap (spin up / spin down): 8.880 / 8.266 eV

=====

# 9
# CH4N4S

The molecule CH4N4S (ωB97M-V/def2-TZVPD, OMol25).

Geometry as ORCA input:
```
! RIJCOSX wB97M-V def2-TZVPD def2/J DEFGRID3
* xyz 0 1
C 0.45 -0.44 0.82
N 0.70 -0.03 -1.71
N -0.04 0.82 0.31
N 0.09 0.72 -1.12
N -0.12 -1.49 0.05
S -1.62 -1.73 -0.07
H 1.53 -0.41 0.58
H 0.27 -0.55 1.90
H -0.83 1.50 0.65
H -0.43 1.61 -1.40
*
```

relative energy (zero: lowest compared OMol25 entry of this formula, charge and spin): 104.1 kcal/mol
E_HOMO (spin up / spin down): -0.294 / -0.297 Eh
LUMO level (spin up / spin down): -0.0347 / -0.0351 Ha
HOMO-LUMO gap (spin up / spin down): 7.059 / 7.113 eV

=====

# 10
# CH4NO

A cluster of 2 separate species, CH4NO in total (ωB97M-V/def2-TZVPD, OMol25).

Geometry as ORCA input:
```
! RIJCOSX wB97M-V def2-TZVPD def2/J DEFGRID3
* xyz 1 1
C 2.38 0.18 0.16
N -2.29 -0.03 -0.18
O -1.14 0.16 0.15
H 3.00 0.01 -0.70
H 1.73 -0.67 0.49
H -2.94 0.70 -0.14
H -2.62 -1.07 -0.52
*
```

relative energy (zero: lowest compared OMol25 entry of this formula, charge and spin): 202.1 kcal/mol
E_HOMO (spin up / spin down): -0.541 / -0.472 Eh
LUMO level (spin up / spin down): -0.2794 / -0.3436 Ha
HOMO-LUMO gap (spin up / spin down): 7.127 / 3.488 eV

=====

# 11
# CH4NO2

A cluster of 2 separate species, CH4NO2 in total (ωB97M-V/def2-TZVPD, OMol25).

Geometry as ORCA input:
```
! RIJCOSX wB97M-V def2-TZVPD def2/J DEFGRID3
* xyz -1 1
O 0.07 -2.07 0.54
H -0.33 -2.43 -0.27
C -0.57 0.66 -0.60
N 0.54 1.38 -0.04
O -1.69 0.71 -0.14
H 0.00 -1.15 0.19
H 0.66 1.52 0.97
H 1.32 1.38 -0.66
*
```

relative energy (zero: lowest compared OMol25 entry of this formula, charge and spin): 51.5 kcal/mol
E_HOMO: -0.052 Eh
LUMO level: 0.1796 Ha
HOMO-LUMO gap: 6.307 eV

=====

# 12
# CH4NO2

A cluster of 2 separate species, CH4NO2 in total (ωB97M-V/def2-TZVPD, OMol25).

Geometry as ORCA input:
```
! RIJCOSX wB97M-V def2-TZVPD def2/J DEFGRID3
* xyz -1 1
O 1.83 0.37 -1.00
H 2.25 0.66 -0.18
C -0.46 -1.02 0.27
N -1.50 0.12 0.12
O 0.32 -1.35 1.20
H 0.93 -0.03 -0.63
H -2.09 0.33 0.78
H -1.28 0.92 -0.56
*
```

relative energy (zero: lowest compared OMol25 entry of this formula, charge and spin): 84.6 kcal/mol
E_HOMO: -0.053 Eh
LUMO level: 0.1772 Ha
HOMO-LUMO gap: 6.258 eV

=====

# 13
# CH4NO2S

The ion CH4NO2S with charge -1 (ωB97M-V/def2-TZVPD, OMol25).

Geometry as ORCA input:
```
! RIJCOSX wB97M-V def2-TZVPD def2/J DEFGRID3
* xyz -1 1
C 0.13 -1.51 0.23
S 0.35 0.15 0.38
N -0.17 0.85 -1.02
O 1.82 0.38 0.51
O -0.75 1.57 1.48
H -0.85 -1.61 -0.06
H 0.47 -2.10 1.13
H -0.47 1.76 -0.70
H -0.52 0.51 -1.95
*
```

relative energy (zero: lowest compared OMol25 entry of this formula, charge and spin): 162.7 kcal/mol
E_HOMO: -0.130 Eh
LUMO level: 0.1455 Ha
HOMO-LUMO gap: 7.484 eV
SMILES: C=[S@](N)(=O)[O-]

=====

# 14
# CH4NO2Si

A structure of composition CH4NO2Si (ωB97M-V/def2-TZVPD, OMol25).

Geometry as ORCA input:
```
! RIJCOSX wB97M-V def2-TZVPD def2/J DEFGRID3
* xyz -1 1
C 2.66 -0.74 0.73
N -0.82 1.33 -0.44
O 2.62 -1.83 1.24
O 3.49 0.12 0.52
Si 0.70 -0.63 0.61
H -1.09 0.53 -0.99
H -0.14 1.83 -1.05
H 0.13 -1.98 0.49
H 0.40 -0.21 2.01
*
```

relative energy (zero: lowest compared OMol25 entry of this formula, charge and spin): 64.8 kcal/mol
E_HOMO: -0.138 Eh
LUMO level: 0.1471 Ha
HOMO-LUMO gap: 7.766 eV

=====

# 15
# CH4NO2Si

The ion CH4NO2Si with charge -1 (ωB97M-V/def2-TZVPD, OMol25).

Geometry as ORCA input:
```
! RIJCOSX wB97M-V def2-TZVPD def2/J DEFGRID3
* xyz -1 3
C -0.74 0.22 -2.61
N -0.96 0.25 0.26
O -0.71 -0.63 -3.51
O -1.24 1.29 -2.43
Si 0.42 -0.33 -0.73
H -1.55 -0.41 0.70
H -1.51 0.68 -0.43
H 0.80 -1.78 -0.28
H 1.38 0.80 -0.17
*
```

relative energy (zero: lowest compared OMol25 entry of this formula, charge and spin): 0.0 kcal/mol
E_HOMO (spin up / spin down): -0.002 / -0.206 Eh
LUMO level (spin up / spin down): 0.1653 / 0.0976 Ha
HOMO-LUMO gap (spin up / spin down): 4.552 / 8.268 eV

=====

# 16
# CH4NO3

A cluster of 2 separate species, CH4NO3 in total (ωB97M-V/def2-TZVPD, OMol25).

Geometry as ORCA input:
```
! RIJCOSX wB97M-V def2-TZVPD def2/J DEFGRID3
* xyz -1 1
C -0.94 0.25 -0.65
N -0.53 0.47 0.71
O 0.62 1.15 0.73
O 1.72 -0.97 0.60
O 0.58 -1.58 0.84
H -1.33 1.16 -1.01
H 0.06 -0.01 -1.20
H -1.67 -0.55 -0.71
H 1.49 0.09 0.70
*
```

relative energy (zero: lowest compared OMol25 entry of this formula, charge and spin): 190.4 kcal/mol
E_HOMO (spin up / spin down): -0.086 / -0.085 Eh
LUMO level (spin up / spin down): 0.1692 / 0.1692 Ha
HOMO-LUMO gap (spin up / spin down): 6.931 / 6.930 eV

=====

# 17
# CH4NO3P

A structure of composition CH4NO3P (ωB97M-V/def2-TZVPD, OMol25).

Geometry as ORCA input:
```
! RIJCOSX wB97M-V def2-TZVPD def2/J DEFGRID3
* xyz -2 1
C -0.55 0.00 -0.22
N 0.52 -0.43 0.34
O -3.23 0.79 -0.24
O -2.96 -1.72 -0.83
O -2.72 -0.94 1.54
P -2.83 -0.62 0.07
H -0.43 -0.04 -1.33
H 12.96 2.97 -0.97
H -1.46 0.46 0.27
H 0.70 -0.47 1.40
*
```

relative energy (zero: lowest compared OMol25 entry of this formula, charge and spin): 42.6 kcal/mol
E_HOMO: 0.057 Eh
LUMO level: 0.1884 Ha
HOMO-LUMO gap: 3.580 eV

=====

# 18
# CH4NO3P

A cluster of 2 separate species, CH4NO3P in total (ωB97M-V/def2-TZVPD, OMol25).

Geometry as ORCA input:
```
! RIJCOSX wB97M-V def2-TZVPD def2/J DEFGRID3
* xyz 0 1
N 1.00 0.85 0.60
C -0.12 0.74 1.33
O -1.08 0.12 0.94
H 1.81 1.42 0.60
H 1.08 0.35 -0.26
H -0.18 1.20 2.28
O 0.03 0.34 -1.95
P -1.06 -0.58 -1.76
O -0.50 -2.06 -1.27
H -0.98 -2.39 -0.51
*
```

relative energy (zero: lowest compared OMol25 entry of this formula, charge and spin): 13.2 kcal/mol
E_HOMO: -0.367 Eh
LUMO level: 0.0132 Ha
HOMO-LUMO gap: 10.359 eV
SMILES: NC=O.O=PO

=====

# 19
# CH4NO3P

The molecule CH4NO3P (ωB97M-V/def2-TZVPD, OMol25).

Geometry as ORCA input:
```
! RIJCOSX wB97M-V def2-TZVPD def2/J DEFGRID3
* xyz 0 3
C 0.02 -0.84 0.16
N 0.02 -0.13 -1.08
O -0.75 0.94 -0.64
O 1.47 0.18 -1.65
O -1.17 0.94 2.05
P -1.60 0.11 0.75
H 0.14 -1.84 0.08
H 0.81 -0.33 0.74
H 1.28 -0.22 -2.50
H -0.21 1.19 2.09
*
```

relative energy (zero: lowest compared OMol25 entry of this formula, charge and spin): 113.2 kcal/mol
E_HOMO (spin up / spin down): -0.192 / -0.370 Eh
LUMO level (spin up / spin down): 0.0191 / -0.0541 Ha
HOMO-LUMO gap (spin up / spin down): 5.739 / 8.600 eV

=====

# 20
# CH4NO3S

A cluster of 2 separate species, CH4NO3S in total (ωB97M-V/def2-TZVPD, OMol25).

Geometry as ORCA input:
```
! RIJCOSX wB97M-V def2-TZVPD def2/J DEFGRID3
* xyz -1 1
C 0.69 -0.23 -0.04
N -3.52 1.25 0.38
O 1.23 2.12 1.16
O 1.15 2.02 -1.31
O -4.13 0.42 -0.29
S 0.52 1.62 0.00
H 1.74 -0.69 -0.23
H 0.46 -0.72 0.86
H 0.05 -0.78 -0.84
H -2.51 1.33 0.20
*
```

relative energy (zero: lowest compared OMol25 entry of this formula, charge and spin): 80.3 kcal/mol
E_HOMO: -0.115 Eh
LUMO level: 0.0918 Ha
HOMO-LUMO gap: 5.626 eV

=====

What are the DFT total energy values for these records? In order: -5561.640 -9655.782 -9656.487 -9652.393 -14856.871 -14853.309 -7056.065 -7056.445 -17891.751 -4622.752 -6686.260 -6684.824 -17517.970 -14563.719 -14562.663 -8728.685 -18021.470 -18024.248 -18015.633 -19567.249 eV.
What are the max |F| values for these records? In order: 0.07144 0.12023 0.06096 0.06318 0.09271 0.23722 0.12084 0.01572 0.12518 0.10253 0.04184 0.13350 0.09421 0.05523 0.04975 0.06418 0.12501 0.04760 0.16532 0.07216 hartree/bohr.